Run i
15
Properties=species:S:1:pos:R:3:nbo_charge:R:1 method="wB97M-V/def2-TZVPD" e_homo_ev=-7.8 mol_weight_g_mol=134.17 orbital_gap_ha=0.31232 total_charge=0 smiles="OC[C@@H]1CSC=C1F"
C 1.42 -0.50 0.17 -0.0539
C 0.04 -0.03 0.66 -0.3275
C -1.05 -0.97 0.24 -0.5224
C -1.57 1.41 -0.44 -0.4434
C -0.31 1.28 0.02 0.3881
H 2.35 -0.61 -1.50 0.4757
H 2.19 0.12 0.57 0.1747
H 1.65 -1.52 0.51 0.1632
H -0.06 0.01 1.74 0.2248
H -0.74 -1.62 -0.60 0.2349
H -1.38 -1.57 1.12 0.2266
H -2.06 2.33 -0.84 0.2459
O 1.41 -0.47 -1.24 -0.7176
F 0.62 2.24 -0.01 -0.3196
S -2.49 -0.09 -0.40 0.2505

---

Run ii
15
Properties=species:S:1:pos:R:3:nbo_charge:R:1 method="wB97M-V/def2-TZVPD" e_homo_ev=-8.6 mol_weight_g_mol=134.17 orbital_gap_ha=0.31593 total_charge=0
C 0.98 1.19 0.74 -0.1456
C -0.46 0.76 1.04 0.3579
C -1.08 -0.27 0.55 -0.2463
C -0.26 -1.45 -0.04 -0.4964
C -0.29 -1.27 -1.53 -0.2550
H 0.78 2.11 -0.97 0.4725
H 1.19 2.10 1.35 0.1954
H 1.72 0.43 1.04 0.1983
H -2.18 -0.37 0.70 0.2361
H 0.75 -1.26 0.30 0.2311
H -0.62 -2.46 0.26 0.2398
H 0.12 -0.35 -1.87 0.2014
O 1.30 1.37 -0.63 -0.7070
F -1.12 1.74 1.73 -0.3433
S -0.83 -2.26 -2.66 0.0612

---

Run iii
15
Properties=species:S:1:pos:R:3:nbo_charge:R:1 method="wB97M-V/def2-TZVPD" e_homo_ev=-9.9 mol_weight_g_mol=134.17 orbital_gap_ha=0.36766 total_charge=0
C -0.36 2.12 -0.41 0.1808
C -0.54 1.02 -1.34 -0.4447
C 0.67 0.22 -0.98 -0.3417
C 1.00 1.40 -0.06 -0.4482
C -0.32 -1.64 1.04 0.1564
H -0.46 3.10 -1.01 0.1837
H -1.37 0.51 -0.95 0.2369
H -0.71 1.23 -2.52 0.2241
H 1.24 0.30 -1.84 0.2330
H 0.97 1.00 0.98 0.2421
H 2.04 1.95 -0.13 0.2439
H -1.31 -0.94 0.98 0.1545
O -0.17 -2.52 2.00 -0.5287
F -1.32 2.14 0.61 -0.3652
S 0.63 -1.56 -0.41 0.2732

---

Run iv
15
Properties=species:S:1:pos:R:3:nbo_charge:R:1 method="wB97M-V/def2-TZVPD" e_homo_ev=-8.7 mol_weight_g_mol=134.17 orbital_gap_ha=0.30605 total_charge=0
C -2.03 1.04 0.38 -0.1497
C -1.68 -0.44 0.03 0.3868
C -0.63 -1.16 0.49 -0.2886
C 0.59 -0.41 0.94 -0.5394
C 1.40 0.05 -0.27 -0.1908
H -1.23 1.53 -1.08 0.4706
H -3.00 1.46 0.19 0.2049
H -1.94 1.10 1.52 0.1893
H -0.49 -2.24 0.31 0.2444
H 0.54 0.50 1.48 0.2535
H 1.43 -1.05 1.45 0.2391
H 0.74 0.71 -0.89 0.2054
O -0.91 1.65 -0.14 -0.6840
F -2.67 -1.05 -0.76 -0.3566
S 3.08 -0.01 -0.27 0.0151

---

Stability summary - winner: run i; margin: 0.841 eV.

---

Run i
14
Properties=species:S:1:pos:R:3:nbo_charge:R:1 method="wB97M-V/def2-TZVPD" e_homo_ev="-13.3 / -13.3" mol_weight_g_mol=95.12 orbital_gap_ha="0.24100 / 0.24095" total_charge=+1
C -0.64 -0.07 2.25 -0.2693
C 0.40 -0.64 1.46 -0.2717
C -1.42 0.73 1.43 0.0111
C 0.08 -0.32 0.19 0.1698
C 1.22 -0.36 -2.00 0.2611
N -0.90 0.58 0.18 -0.5301
N 0.99 0.20 -3.04 -0.4484
H -0.36 -0.07 3.32 0.2671
H 1.06 -1.36 1.79 0.2526
H -2.32 1.38 1.51 0.2528
H -1.38 1.00 -0.58 0.4328
H 1.42 -1.33 -1.58 0.2646
H 0.87 -0.04 -0.88 0.1133
H 0.99 0.31 -4.05 0.4942

---

Run ii
14
Properties=species:S:1:pos:R:3:nbo_charge:R:1 method="wB97M-V/def2-TZVPD" e_homo_ev="-14.1 / -13.8" mol_weight_g_mol=95.12 orbital_gap_ha="0.27471 / 0.26610" total_charge=+1
C -0.80 -1.18 0.04 0.4862
C 0.55 -1.51 -0.23 0.0339
C 0.52 0.84 -0.07 0.2579
C -2.84 0.15 -0.08 -0.4496
C 2.65 -0.16 0.03 -0.3858
N -1.50 -0.21 0.00 -0.2416
N 1.17 -0.30 -0.09 -0.4343
H 0.87 1.75 0.55 0.2177
H -2.97 0.65 -0.95 0.2522
H -3.60 -0.65 -0.12 0.2723
H -2.92 0.91 0.82 0.2536
H 3.03 0.96 -0.11 0.2404
H 3.02 -0.84 -0.79 0.2676
H 2.82 -0.39 1.00 0.2294

---

Run iii
14
Properties=species:S:1:pos:R:3:nbo_charge:R:1 method="wB97M-V/def2-TZVPD" e_homo_ev=-12.1 mol_weight_g_mol=95.12 orbital_gap_ha=0.29395 total_charge=+1
C 1.56 -0.18 -0.02 -0.4934
C 0.88 -0.95 -0.97 0.0055
C 2.83 0.17 -0.13 0.6868
C 0.55 -0.15 1.04 -0.3467
C -0.33 -1.06 0.18 -0.2147
N 3.98 0.41 0.11 -0.4922
N -1.60 -0.51 -0.34 -0.6691
H 1.20 -0.83 2.22 0.2099
H 0.18 0.90 1.26 0.2344
H -0.49 -2.15 0.49 0.2578
H 4.81 0.88 0.40 0.4843
H -2.41 -0.63 0.20 0.4375
H -1.81 -0.89 -1.29 0.4568
H -1.46 0.50 -0.60 0.4429

---

Stability summary - winner: run i; margin: 0.859 eV.

---

Run i
14
Properties=species:S:1:pos:R:3:nbo_charge:R:1 method="wB97M-V/def2-TZVPD" e_homo_ev=-15.8 mol_weight_g_mol=95.12 orbital_gap_ha=0.34053 total_charge=+1
C -1.47 2.20 -0.43 -0.0509
C -0.87 1.44 0.52 -0.3920
C -0.16 -1.06 0.25 -0.2721
C -0.35 0.20 0.26 0.3834
C 0.80 -2.09 -0.13 -0.6208
N 2.56 0.11 -0.21 0.0913
N 1.76 0.86 -0.03 -0.0007
H -1.92 3.16 0.03 0.2301
H -1.72 2.10 -1.44 0.2307
H -0.91 1.83 1.50 0.2665
H -1.02 -1.70 0.18 0.3552
H 1.77 -1.56 -0.28 0.2428
H 1.03 -2.73 0.68 0.2697
H 0.50 -2.76 -0.89 0.2668

---

Run ii
14
Properties=species:S:1:pos:R:3:nbo_charge:R:1 method="wB97M-V/def2-TZVPD" e_homo_ev="-12.8 / -11.3" mol_weight_g_mol=95.12 orbital_gap_ha="0.29510 / 0.23285" total_charge=+1
C -1.65 -0.56 0.13 -0.4518
C -1.34 -1.80 -0.12 -0.0058
C -1.40 0.79 -0.23 0.0733
C 1.02 1.19 0.06 -0.1350
C 1.44 -0.07 0.18 0.3257
N -0.30 1.55 -0.03 -0.4356
N 2.25 -0.99 -0.15 -0.6460
H -2.61 -0.50 0.67 0.2896
H -1.54 -2.72 0.39 0.2026
H -2.27 1.38 -0.49 0.2269
H 1.71 1.99 0.27 0.2681
H -0.45 2.55 -0.10 0.4393
H 2.81 -0.97 -1.00 0.4186
H 2.34 -1.83 0.42 0.4302

---

Stability summary - winner: run i; margin: 2.302 eV.